(1)
Density functional theory data (ωB97M-V with the def2-TZVPD basis set) for a 4-piece molecular cluster, C23H54BrN3O overall.

Calculated total energy in Eh: -3721.71092
Energy relative to the best compared isomer or geometry (same formula, charge and spin) in kJ/mol: 47.1
Orbital gap in eV: 8.28
Total charge: +2
Molecular weight in Da: 468.61
LUMO in eV: -3.7

Element x y z (Å)
C1 6.78159 20.93493 2.06545
C2 5.63074 20.00461 2.39455
C3 4.92135 20.45781 3.66270
C4 5.82245 20.44737 4.91293
N1 5.09056 20.67318 6.20844
C5 6.06663 20.79691 7.39226
C6 6.26411 22.28903 7.62852
C7 5.26333 23.02082 6.70886
C8 4.28302 21.96783 6.27062
C9 4.07284 19.60914 6.53608
H1 6.56738 21.99842 2.17282
H2 7.10916 20.82720 1.02716
H3 7.68015 20.62439 2.60394
H4 5.91312 18.95859 2.51546
H5 4.90106 20.05636 1.58328
H6 4.02811 19.84634 3.83560
H7 4.45675 21.44228 3.55644
H8 6.58589 21.20531 4.74888
H9 6.26756 19.46830 5.08861
H10 5.53602 20.37831 8.24264
H11 6.94085 20.19196 7.16838
H12 6.03511 22.46022 8.67778
H13 7.23841 22.67987 7.34714
H14 4.82348 23.92016 7.12783
H15 5.76742 23.27975 5.77198
H16 3.51572 21.85376 7.03858
H17 3.75598 22.17482 5.34353
H18 3.67568 19.66329 7.54489
H19 4.60880 18.65834 6.49071
H20 3.27712 19.62591 5.79850
C10 20.60855 19.39488 -1.04069
C11 19.26183 18.67458 -0.95556
C12 18.48190 18.97907 0.32443
C13 17.13626 18.28211 0.23300
N2 16.23506 18.55354 1.43261
C14 14.93591 17.80506 1.25829
C15 13.86341 18.59659 2.05558
C16 14.45021 19.99581 2.19748
C17 15.81501 20.00623 1.53342
C18 16.87706 18.16259 2.76370
H21 20.54074 20.34045 -1.57932
H22 21.31579 18.75736 -1.56929
H23 21.05849 19.64081 -0.07700
H24 19.48717 17.61124 -1.04555
H25 18.66711 18.97756 -1.82088
H26 18.34362 20.04210 0.51856
H27 19.04622 18.48841 1.12057
H28 17.29935 17.20735 0.15153
H29 16.48943 18.60353 -0.58293
H30 14.97473 16.75457 1.54701
H31 14.63926 17.71891 0.21124
H32 13.75477 18.10544 3.02052
H33 12.93377 18.58547 1.49496
H34 14.44168 20.52332 3.14865
H35 13.78452 20.62553 1.59877
H36 16.58463 20.64775 1.95351
H37 15.78524 20.26765 0.47073
H38 17.73001 18.80574 2.96453
H39 17.29214 17.18052 2.54735
H40 16.11482 18.26601 3.52670
C19 10.62215 21.36179 -1.95821
N3 9.93077 20.10136 -2.40866
C20 8.77820 19.83326 -1.44651
C21 9.32547 20.17538 -3.81608
C22 10.91495 18.95595 -2.51673
C23 11.46272 18.44136 -1.20546
O1 10.50832 18.11084 -0.25381
H41 11.40673 21.61430 -2.67007
H42 11.02132 21.24106 -0.95512
H43 9.86583 22.13841 -2.04605
H44 7.95042 20.48361 -1.71458
H45 9.25696 20.08966 -0.50326
H46 8.45243 18.79870 -1.43203
H47 10.08887 20.53775 -4.49382
H48 8.40545 20.75611 -3.79345
H49 8.95775 19.16742 -3.99023
H50 11.70679 19.34859 -3.15319
H51 10.45857 18.09191 -2.99822
H52 12.18385 19.15857 -0.77890
H53 12.15833 17.61708 -1.41047
H54 10.66507 18.67731 0.55028
Br1 10.48961 20.00510 2.21121

Atomic forces in eV per Å
1.04 -0.70 -0.61
-0.62 0.78 0.02
-1.02 -0.25 0.96
-0.69 -0.41 -0.58
-1.57 0.97 1.34
-0.53 0.04 -0.60
-0.16 0.53 -0.27
0.57 -0.41 -1.08
-0.35 0.31 0.75
1.00 -1.25 -0.83
-0.15 -0.06 0.37
-0.21 -0.12 -0.04
0.00 0.49 0.24
0.30 0.05 -0.17
-0.09 -0.18 0.10
0.28 -0.37 -0.01
0.53 0.22 -0.29
0.16 -0.01 0.60
0.32 0.03 -0.42
0.16 -0.18 -0.02
0.08 0.12 0.02
0.31 0.36 -0.01
0.26 -0.34 0.51
-0.12 -0.10 0.04
0.29 0.51 0.32
0.07 -0.37 -0.03
0.24 -0.18 -0.12
0.09 0.65 -0.04
-0.20 -0.10 -0.20
-0.01 0.00 0.07
0.28 0.24 -0.10
0.34 0.72 -0.19
-0.20 -0.96 -0.36
-0.34 0.35 0.78
0.44 -0.42 0.89
-1.07 -0.03 0.15
1.29 -0.95 0.27
-0.78 1.42 -0.98
0.09 -0.40 -1.46
0.23 -0.07 -1.60
-0.07 -0.04 -0.04
0.09 0.17 -0.06
-0.15 -0.24 0.13
-0.47 -0.12 0.17
-0.04 -0.22 -0.05
0.31 0.06 -0.08
-0.01 0.44 0.28
-0.25 -0.06 0.13
0.44 0.05 -0.34
0.63 0.15 0.45
0.50 0.65 -0.20
-0.45 0.10 0.00
-0.15 0.05 0.43
0.05 -0.73 0.39
0.17 0.22 0.05
0.05 -0.35 0.40
-0.45 0.42 0.14
-0.22 0.26 -0.03
-0.37 -0.33 0.78
0.11 -0.42 0.16
-0.51 -0.11 -1.10
-0.87 -0.93 -0.87
0.97 0.42 0.29
-0.22 0.01 1.30
0.04 -0.28 0.49
1.55 0.74 0.92
0.19 -0.36 -0.26
0.10 -0.20 0.02
-0.21 -0.02 0.08
0.07 0.15 0.46
0.13 0.21 0.06
-0.91 -0.16 0.43
0.28 -0.05 -0.24
-0.18 -0.12 -0.29
0.41 0.63 -0.02
0.43 -0.06 -0.48
0.14 -0.25 -0.03
-0.42 0.37 -0.22
-0.29 0.41 -0.01
-0.45 -0.37 -0.42
-0.43 -0.18 0.05
0.20 0.16 -0.25

(2)
Density functional theory data (ωB97M-V with the def2-TZVPD basis set) for a 14-piece molecular cluster, C23H54N18O30P overall.

Calculated total energy in Eh: -4491.52700
Orbital gap in eV: 9.68
Total charge: +1
Molecular weight in Da: 1093.76
LUMO in eV: -2.4

Element x y z (Å)
C1 1.49718 0.31243 1.31944
C2 1.32239 0.17027 -0.23504
C3 0.23248 1.08294 -0.79132
O1 -1.07585 0.47153 -0.92067
N1 -1.65029 0.25462 0.28027
C4 -1.96364 1.08191 1.28885
N2 -1.79004 2.42520 1.32665
P1 -2.25736 3.29462 2.70311
O2 -1.91845 4.69543 2.53549
O3 -3.83286 3.11006 2.81525
O4 -1.54485 2.72815 3.99676
N3 -2.48858 0.43230 2.31487
C5 -2.53209 -0.84729 1.91741
N4 -2.04510 -0.96869 0.70969
C6 -1.98170 -2.24308 0.00587
C7 -0.80257 -2.94006 0.03620
C8 -0.82446 -4.13962 -0.63547
C9 -2.00932 -4.49919 -1.23418
N5 -3.13519 -3.81124 -1.27383
C10 -3.11300 -2.64620 -0.64212
H1 1.17561 -0.59457 1.83022
H2 2.53933 0.54718 1.51900
H3 0.92468 1.19332 1.62613
H4 2.25544 0.54221 -0.66647
H5 1.23350 -0.86980 -0.55124
H6 0.51040 1.36553 -1.80560
H7 0.22735 2.00618 -0.21212
H8 -1.42106 2.98311 0.56865
H9 -4.15147 3.25860 3.71622
H10 -2.13362 2.13276 4.49414
H11 -2.91057 -1.65028 2.52572
H12 0.07397 -2.58492 0.56086
H13 0.04896 -4.77075 -0.66185
H14 -2.01360 -5.45849 -1.74611
H15 -4.01402 -2.02787 -0.63144
C11 -0.73746 7.26050 1.77748
N6 0.25136 8.30814 1.41258
O5 0.24777 9.34858 2.02914
O6 1.00893 8.02764 0.50051
H16 -1.34917 7.62141 2.59527
H17 -1.34285 7.05870 0.89995
H18 -0.17842 6.38028 2.07298
C12 2.23862 3.68103 1.72918
N7 1.72604 3.77640 0.33676
O7 0.51395 3.78276 0.17480
O8 2.54604 3.83360 -0.54872
H19 1.38751 3.63350 2.40283
H20 2.83256 2.78059 1.78773
H21 2.84053 4.56253 1.92281
C13 -6.75177 0.13891 -2.56135
N8 -5.66888 -0.75359 -2.07005
O9 -4.76630 -1.02838 -2.82770
O10 -5.75897 -1.15801 -0.91910
H22 -6.53353 0.41022 -3.58768
H23 -7.68525 -0.41173 -2.49448
H24 -6.77073 1.01452 -1.92260
C14 1.36158 -5.67959 -4.64879
N9 1.03596 -5.62981 -3.20002
O11 0.10121 -6.29723 -2.80040
O12 1.72992 -4.91984 -2.49894
H25 0.66216 -6.34675 -5.13909
H26 1.27067 -4.66971 -5.03872
H27 2.37827 -6.04406 -4.74602
C15 -9.00001 1.76698 1.27957
N10 -9.42927 1.94722 -0.13412
O13 -10.61293 2.01801 -0.35850
O14 -8.54721 2.01098 -0.97254
H28 -9.88392 1.72793 1.90532
H29 -8.44123 0.83690 1.33432
H30 -8.37415 2.61543 1.54055
C16 6.24940 -6.72528 -4.37842
N11 4.86391 -6.51619 -4.87383
O15 4.59967 -5.43639 -5.35118
O16 4.09168 -7.45388 -4.76376
H31 6.81423 -5.81603 -4.54552
H32 6.18509 -6.95704 -3.31906
H33 6.67256 -7.55524 -4.93795
C17 3.68807 8.75946 -0.59121
N12 4.97974 8.09179 -0.90622
O17 5.40336 7.27761 -0.10832
O18 5.52307 8.39868 -1.94655
H34 3.32821 8.38293 0.35515
H35 3.87185 9.82871 -0.53971
H36 2.99426 8.52060 -1.39192
C18 -1.21048 0.56255 7.93257
N13 -2.23154 0.93214 6.91498
O19 -2.90463 1.91816 7.11655
O20 -2.32190 0.21170 5.93384
H37 -1.24632 1.28707 8.73697
H38 -1.45274 -0.42777 8.29491
H39 -0.24211 0.57462 7.44095
C19 4.02794 5.41825 -2.90475
N14 3.50394 5.50746 -4.29499
O21 2.29727 5.52527 -4.44094
O22 4.32103 5.55492 -5.18740
H40 3.18844 5.38162 -2.22237
H41 4.62283 4.51258 -2.83659
H42 4.63860 6.30047 -2.72774
C20 5.97802 1.96960 3.86947
N15 5.05760 2.14037 2.71285
O23 4.42225 1.17597 2.32702
O24 4.97956 3.23529 2.20982
H43 5.92891 0.93885 4.20039
H44 6.97753 2.22359 3.52903
H45 5.64791 2.64739 4.65135
C21 4.25670 -9.22827 -8.32401
N16 5.21187 -8.19451 -7.84238
O25 6.33944 -8.55105 -7.56517
O26 4.79531 -7.05934 -7.75617
H46 4.76594 -10.18455 -8.34729
H47 3.42198 -9.24667 -7.62934
H48 3.93233 -8.93447 -9.31791
C22 0.72915 -3.36694 9.97423
N17 0.39845 -1.93801 9.72099
O27 -0.71459 -1.55173 10.01966
O28 1.26677 -1.24877 9.22960
H49 -0.13744 -3.84905 10.41112
H50 0.98637 -3.81589 9.01946
H51 1.57366 -3.38953 10.65656
C23 -4.49894 -5.15852 -3.88419
N18 -4.93312 -4.95098 -5.29240
O29 -6.12309 -4.86198 -5.50814
O30 -4.05703 -4.88331 -6.12913
H52 -5.37759 -5.19810 -3.25144
H53 -3.95081 -6.09605 -3.84662
H54 -3.86511 -4.32248 -3.61116

Atomic forces in eV per Å
-0.22 0.05 -1.28
0.25 0.49 0.89
1.50 -0.54 -0.33
-0.55 0.07 0.01
-0.14 0.45 0.67
0.17 1.18 -0.27
-0.43 -0.33 0.63
-0.24 1.80 0.28
0.68 0.45 -0.64
0.36 -1.00 0.18
-0.78 -0.75 -0.18
-0.23 -0.94 0.11
-0.04 1.81 0.82
0.15 -2.45 -0.58
0.53 1.92 0.30
0.28 -0.38 -0.11
0.54 0.33 0.62
0.02 -1.60 -0.96
-0.15 0.23 0.17
-0.66 0.03 -0.11
0.03 0.21 0.31
-0.14 -0.41 0.29
-0.12 -0.30 0.40
-0.10 -0.09 -0.22
-0.16 0.10 -0.13
-0.54 -0.13 -0.16
-0.60 -0.52 -0.21
0.07 -0.14 -0.05
-0.16 0.07 -0.08
0.38 -0.35 0.06
-0.01 -0.21 -0.23
-0.03 0.07 0.01
-0.06 -0.14 -0.18
-0.13 0.08 -0.02
0.35 -0.34 -0.04
-0.13 0.08 0.22
-0.26 -0.10 0.06
0.12 -0.01 -0.10
0.08 0.10 0.00
0.05 0.05 0.00
0.10 -0.09 -0.04
-0.07 -0.06 -0.11
-0.57 0.16 0.24
0.35 0.31 0.30
0.17 0.54 -0.06
-0.34 -0.15 0.02
-0.06 0.07 -0.10
0.09 0.04 -0.11
0.11 -0.05 -0.12
0.05 0.06 -0.25
-0.23 0.10 -0.17
0.09 -0.05 0.12
-0.16 0.22 -0.11
0.07 -0.09 0.01
0.00 0.04 0.14
-0.09 -0.09 0.10
-0.17 -0.05 -0.18
0.00 -0.07 -0.28
0.04 0.05 0.13
-0.04 -0.02 0.09
-0.05 -0.01 0.11
0.11 0.03 0.07
-0.04 0.10 0.00
-0.08 -0.01 0.18
-0.07 0.02 0.07
0.02 -0.01 -0.08
-0.05 0.03 0.07
-0.04 0.01 -0.07
0.08 0.06 -0.05
0.07 -0.05 -0.06
0.20 0.03 0.00
0.43 0.13 0.01
-0.26 -0.12 0.13
-0.03 0.11 -0.07
-0.07 0.02 -0.05
-0.04 -0.11 -0.04
-0.06 -0.04 0.04
0.01 -0.01 0.16
-0.05 0.14 0.17
0.00 -0.05 -0.11
0.02 -0.08 -0.02
0.05 -0.03 -0.01
0.01 -0.01 -0.14
0.03 0.08 -0.03
-0.03 0.18 0.02
0.20 -0.07 0.35
-0.06 0.05 -0.29
-0.01 0.25 -0.20
-0.07 0.01 -0.03
0.01 -0.03 -0.08
-0.03 -0.11 -0.03
-0.07 0.12 0.18
-0.02 0.01 0.06
0.01 0.00 -0.04
-0.04 -0.02 -0.01
-0.05 -0.02 -0.09
0.09 0.07 -0.04
0.14 -0.14 -0.16
0.03 -0.20 0.10
0.09 -0.03 -0.04
0.11 -0.22 0.15
0.46 0.23 0.11
-0.05 0.00 -0.07
-0.04 0.12 0.00
0.06 0.09 -0.07
0.03 -0.21 -0.05
-0.03 -0.09 -0.07
-0.01 0.06 0.12
0.05 -0.03 -0.01
0.06 0.05 0.02
-0.03 0.10 -0.04
-0.07 0.08 0.06
-0.12 -0.15 0.11
0.02 -0.14 0.11
0.07 -0.07 0.06
-0.06 0.05 -0.06
-0.03 0.08 0.00
0.11 0.06 0.01
0.06 0.03 -0.09
-0.12 -0.03 0.09
-0.03 -0.07 0.06
0.02 0.03 -0.05
0.00 0.01 -0.01
-0.02 0.03 -0.05
0.08 0.06 -0.06
0.04 -0.04 -0.03

> orbital gap of number 1 (C23H54BrN3O)?

8.28 eV

> Which of these has the highest LUMO?

C23H54N18O30P

> The highest total charge belongs to which entry?

C23H54BrN3O

> The lowest molecular weight belongs to which entry?

C23H54BrN3O